1.
Entry from the Open Molecules 2025 dataset: 2 unconnected molecules or ions with the total composition C4H14N2O at a distorted geometry (ωB97M-V with the def2-TZVPD basis set).

Structure (XYZ):
```
21
Properties=species:S:1:pos:R:3:nbo_charge:R:1
C -1.4044 0.9625 0.8323 -0.41
N -0.5098 0.3809 -0.2130 -0.48
C -0.8409 0.6002 -1.6558 -0.43
C 0.8760 0.9248 -0.0319 -0.25
C 1.8316 -0.2068 -0.1000 -0.23
N 1.8774 -1.1192 1.0882 -0.82
H -2.4405 0.6514 0.7889 0.20
H -1.2424 2.0379 0.7435 0.18
H -0.9476 0.6996 1.8049 0.21
H -0.1367 0.1533 -2.3225 0.22
H -1.8464 0.1447 -1.6459 0.20
H -1.0602 1.7146 -1.9402 0.17
H 1.1146 1.2967 1.0831 0.18
H 1.0023 1.7350 -0.7061 0.19
H 2.9042 0.1839 -0.2549 0.19
H 1.4296 -0.8690 -0.8865 0.20
H 0.8502 -1.4127 1.2999 0.37
H 2.1208 -0.4751 1.9587 0.33
O -0.8658 -2.7061 0.0086 -0.95
H -1.7448 -2.9316 0.3585 0.46
H -0.9670 -1.7651 -0.2099 0.48
```

Properties
- Kohn-Sham gap: 0.36243 Ha
- Maximum force: 0.081 Eh/bohr
- Highest occupied orbital energy: -9.05 eV
- Energy relative to the best compared isomer or geometry (same formula, charge and spin): 58.07 kcal/mol
- SMILES string: CN(C)CCN.O
- LUMO: 0.81 eV

---

2.
Entry from the Open Molecules 2025 dataset: 2 unconnected molecules or ions with the total composition C2H7N3O2 at a distorted geometry (ωB97M-V with the def2-TZVPD basis set).

Structure (XYZ):
```
14
Properties=species:S:1:pos:R:3:nbo_charge:R:1
C -1.2507 -1.1091 -0.2433 -0.44
C -0.7123 1.1224 0.4856 -0.44
N 0.8754 -0.3552 -0.3155 -0.21
N -0.2712 -0.2081 0.3570 -0.22
N 2.0205 -0.0603 0.2692 0.60
O 2.1786 -0.1466 1.4736 -0.40
O 2.8979 0.3411 -0.4460 -0.41
H -1.5329 -0.7484 -1.1880 0.19
H -0.7904 -2.1183 -0.4730 0.23
H -2.1754 -1.4417 0.3738 0.23
H -1.7123 1.1458 0.9462 0.23
H 0.0616 1.7515 1.0784 0.23
H -0.5174 1.4563 -0.5783 0.18
H 0.9285 0.3707 -1.7395 0.23
```

Properties
- Kohn-Sham gap: 0.34330 Ha
- Maximum force: 0.098 Eh/bohr
- Highest occupied orbital energy: -9.85 eV
- Energy relative to the best compared isomer or geometry (same formula, charge and spin): 204.16 kcal/mol
- LUMO: -0.51 eV

---

3.
Entry from the Open Molecules 2025 dataset: 4 unconnected molecules or ions with the total composition C25H41B3O13Si at a distorted geometry (ωB97M-V with the def2-TZVPD basis set).

Structure (XYZ):
```
83
Properties=species:S:1:pos:R:3:mulliken_charge:R:1
C -2.3866 3.6532 3.7050 -0.94
Si -1.4128 2.2907 2.7314 -0.03
C 0.2413 3.1583 2.1342 -0.15
C -1.0788 0.6777 3.7687 -0.70
C 0.3583 -0.0265 3.4143 0.72
C 0.3713 -1.6635 3.4910 -0.84
C 0.4909 -2.4295 2.0467 -0.34
C 2.0193 -2.6505 1.4981 -0.30
C 2.8535 -1.2755 1.1827 -0.60
C 2.1495 -0.2641 0.1020 0.61
C 2.7763 -0.3135 -1.4115 -0.85
B 2.0852 0.9655 -2.2431 0.28
O 1.7646 2.2817 -1.5899 -0.14
B 0.3020 2.4496 -1.7879 1.09
O -0.2858 2.5123 -3.1435 -0.61
B 0.8107 2.0394 -4.0425 0.43
O 0.9065 2.7670 -5.3551 -0.51
O 1.7221 0.8916 -3.6977 -0.35
C -2.3522 1.7994 1.1045 0.42
C -3.1759 2.8449 0.1407 -0.36
C -3.8813 2.2399 -1.2495 -0.55
C -3.8013 0.6609 -1.7090 -0.14
C -3.0226 -0.3915 -0.7195 -0.28
C -2.3286 0.2195 0.6469 0.09
H -3.4984 3.3740 3.9407 0.29
H -1.8036 4.0389 4.6711 0.28
H -2.4245 4.5997 2.9805 0.23
H 0.0395 4.1912 1.5941 0.14
H 0.9999 3.2434 3.0249 0.35
H 0.7034 2.4349 1.3050 -0.50
H -1.9855 -0.0950 3.7020 0.36
H -1.0202 1.0280 4.8952 0.37
H 0.7251 0.4241 2.3987 -0.70
H 1.1320 0.3523 4.2376 0.35
H 1.2062 -2.0471 4.2194 0.32
H -0.6735 -1.9974 3.9604 0.28
H -0.1319 -1.9570 1.1762 -0.01
H 0.0377 -3.5214 2.2131 0.33
H 1.9266 -3.2386 0.4637 0.10
H 2.6197 -3.3823 2.2183 0.25
H 3.0428 -0.7454 2.2354 0.22
H 3.9117 -1.5997 0.7662 0.36
H 0.9742 -0.3998 0.1273 -0.04
H 2.3453 0.8415 0.5076 -0.14
H 3.9268 -0.1056 -1.3677 0.30
H 2.5148 -1.3368 -1.9558 0.13
H -0.4393 2.4975 -0.8695 -0.31
H 0.3796 3.6274 -5.2366 0.30
H -3.2715 3.9812 0.4079 0.23
H -4.4865 2.9662 -1.9778 0.23
H -4.2787 0.2447 -2.6969 0.15
H -2.8887 -1.5470 -0.9196 0.29
H -1.7734 -0.5334 1.3504 -0.07
O 2.3207 -6.2407 4.0350 -0.53
C 2.7000 -6.5667 2.9226 0.56
O 2.8579 -5.7032 1.8771 -0.15
C 3.5192 -6.4178 0.8500 -0.37
C 3.1898 -7.8429 1.1561 -0.36
O 3.0211 -7.8433 2.5610 -0.34
H 3.1554 -6.1083 -0.1336 0.31
H 4.5932 -6.2140 0.9127 0.28
H 2.2542 -8.1657 0.6874 0.26
H 3.9898 -8.5275 0.8612 0.30
O -6.1740 -1.8950 -2.3437 -0.53
C -5.7947 -2.2209 -3.4561 0.67
O -5.6369 -1.3575 -4.5016 -0.29
C -4.9756 -2.0721 -5.5288 -0.27
C -5.3050 -3.4971 -5.2226 -0.34
O -5.4737 -3.4976 -3.8178 -0.31
H -5.3394 -1.7626 -6.5124 0.28
H -3.9015 -1.8682 -5.4660 0.25
H -6.2405 -3.8200 -5.6914 0.27
H -4.5049 -4.1817 -5.5175 0.29
O 2.0416 6.5250 2.0561 -0.56
C 2.4209 6.1990 0.9436 0.62
O 2.5788 7.0625 -0.1018 -0.33
C 3.2401 6.3479 -1.1290 -0.37
C 2.9107 4.9229 -0.8229 0.24
O 2.7420 4.9224 0.5820 -0.26
H 2.8763 6.6574 -2.1126 0.32
H 4.3141 6.5517 -1.0663 0.24
H 1.9751 4.6000 -1.2916 -0.19
H 3.7107 4.2383 -1.1178 0.25
```

Properties
- Kohn-Sham gap: 0.30834 Ha
- Maximum force: 0.106 Eh/bohr
- Highest occupied orbital energy: -8.28 eV
- SMILES string: C[Si](C)(CCCCCCCCB1OBOB(O)O1)c1ccccc1.O=C1OCCO1.O=C1OCCO1.O=C1OCCO1
- LUMO: 0.11 eV

---

4.
Entry from the Open Molecules 2025 dataset: a molecular structure, C30H37O4PRuS4 (ωB97M-V with the def2-TZVPD basis set).

Structure (XYZ):
```
77
Properties=species:S:1:pos:R:3:mulliken_charge:R:1
Ru -0.6087 -0.7929 0.4597 0.94
O -1.8857 -1.8807 -0.8048 -0.65
S -1.5251 -2.9001 -1.9087 0.08
C -0.0743 -2.0969 -2.6222 1.09
C 0.9625 -2.9379 -3.3441 -0.71
C 2.2823 -2.1628 -3.3886 -0.80
C 2.9685 -2.0129 -2.0251 -0.77
S 2.7517 -0.5411 -0.9558 -0.15
O 1.4304 -0.6664 -0.1901 -0.47
C 2.5351 0.7314 -2.1777 0.30
C 1.3014 1.3197 -2.3983 0.43
C 1.2003 2.3115 -3.3638 -0.74
C 2.3186 2.6960 -4.0894 -0.53
C 3.5513 2.1026 -3.8476 -0.64
C 3.6706 1.1190 -2.8793 -0.51
C -0.7887 -4.2889 -1.0967 0.73
C -1.2155 -5.5426 -1.5082 -0.34
C -0.6555 -6.6726 -0.9222 -0.64
C 0.3028 -6.5353 0.0670 -0.51
C 0.7182 -5.2714 0.4813 -1.15
C 0.1771 -4.1430 -0.1043 -0.04
H 0.3841 -1.6382 -1.7467 -1.18
H -0.4677 -1.2941 -3.2484 0.64
H 0.6327 -3.1862 -4.3525 0.44
H 1.1301 -3.8803 -2.8179 0.26
H 2.1418 -1.1862 -3.8576 0.31
H 2.9827 -2.7036 -4.0263 0.49
H 4.0551 -2.0091 -2.1419 0.57
H 2.7415 -2.8454 -1.3517 0.36
H 0.4371 1.0268 -1.8175 -0.03
H 0.2456 2.7886 -3.5408 0.50
H 2.2348 3.4704 -4.8395 0.42
H 4.4243 2.4160 -4.4031 0.43
H 4.6364 0.6732 -2.6716 0.42
H -1.9801 -5.6385 -2.2688 0.46
H -0.9808 -7.6553 -1.2340 0.43
H 0.7304 -7.4161 0.5264 0.43
H 1.4670 -5.1734 1.2558 0.49
H 0.5245 -3.1609 0.2082 0.46
C -2.3653 2.6010 5.8346 -1.30
C -2.5620 2.1806 4.3985 0.58
C -3.6098 1.1115 4.1910 -1.12
O -1.2495 1.7396 3.8303 -0.33
P -0.5378 0.3726 3.9713 0.65
S 1.3454 0.5976 3.2738 -0.08
S -1.1689 -1.1080 2.7367 -0.02
O -0.6917 -0.0497 5.4505 -0.24
C -0.3428 -1.2626 6.2450 0.50
C -1.5554 -2.1628 6.2630 -1.16
C 0.9197 -1.9193 5.7442 -1.28
H -3.2813 3.0772 6.1855 0.46
H -1.5554 3.3234 5.9224 0.36
H -2.1594 1.7462 6.4755 0.20
H -2.7677 3.0474 3.7732 0.26
H -3.4166 0.2379 4.8165 0.21
H -3.6668 0.8049 3.1470 0.26
H -4.5808 1.5145 4.4789 0.47
H -0.1759 -0.8220 7.2261 0.23
H -1.7596 -2.5680 5.2714 0.24
H -2.4327 -1.6275 6.6230 0.31
H -1.3682 -2.9960 6.9402 0.46
H 0.7967 -2.3024 4.7303 0.25
H 1.1380 -2.7650 6.3968 0.45
H 1.7696 -1.2403 5.7751 0.37
C -1.3639 0.8181 0.0541 -0.23
C -1.8824 1.8988 -0.2411 -0.01
C -2.4724 3.1249 -0.5898 0.74
C -3.2319 3.2330 -1.7697 -0.29
C -3.8084 4.4398 -2.1057 -0.64
C -3.6342 5.5456 -1.2774 -0.38
C -2.8842 5.4508 -0.1079 -0.69
C -2.3050 4.2488 0.2406 -0.37
H -3.3628 2.3597 -2.3945 0.48
H -4.3982 4.5278 -3.0075 0.43
H -4.0891 6.4900 -1.5449 0.42
H -2.7580 6.3183 0.5249 0.43
H -1.7174 4.1535 1.1439 0.57
```

Properties
- 2S+1: 5
- Kohn-Sham gap (alpha / beta): 0.27155 / 0.21016 Ha
- Maximum force: 0.011 Eh/bohr
- Highest occupied orbital energy (alpha / beta): -13.47 / -13.78 eV
- Energy relative to the best compared isomer or geometry (same formula, charge and spin): 39.10 kcal/mol
- <S²>: 6.053
- Charge: +2
- LUMO (alpha / beta): -6.08 / -8.06 eV

---

5.
Entry from the Open Molecules 2025 dataset: 6 unconnected molecules or ions with the total composition C24H66N6O6 at a distorted geometry (ωB97M-V with the def2-TZVPD basis set).

Structure (XYZ):
```
102
Properties=species:S:1:pos:R:3:mulliken_charge:R:1
C -3.9963 -4.9404 -1.7761 -1.82
C -3.8768 -3.6132 -1.0756 0.86
C -5.0172 -3.3964 -0.0372 -0.96
O -4.7103 -2.2955 0.7999 -0.11
C -5.7533 -2.0366 1.6824 -0.91
N -2.5362 -3.4395 -0.4739 -0.60
H -3.6570 -5.7706 -1.1566 0.38
H -3.1953 -5.0269 -2.5102 0.40
H -4.9884 -5.2039 -2.1428 0.36
H -3.9460 -2.8767 -1.8761 0.13
H -5.0912 -4.2676 0.6136 0.46
H -5.9327 -3.1270 -0.5638 0.40
H -5.3185 -1.6096 2.5861 0.17
H -6.0757 -3.0081 2.0572 0.45
H -6.6150 -1.4305 1.4027 0.29
H -2.6287 -2.5609 0.0157 0.09
H -2.6429 -4.0175 0.3475 0.35
C 2.1900 -2.3584 -4.0849 -1.40
C 1.9972 -1.0087 -4.7225 0.41
C 1.8458 0.1756 -3.7789 0.99
O 1.8109 1.4591 -4.4483 -0.44
C 0.9240 2.4036 -3.8100 -0.76
N 3.1659 -0.8414 -5.6156 -0.80
H 2.7967 -2.2020 -3.1930 0.14
H 2.5049 -3.2457 -4.6341 0.40
H 1.3233 -2.8567 -3.6505 0.39
H 1.0919 -0.9959 -5.3295 0.44
H 2.6391 0.2741 -3.0378 -0.84
H 0.9105 -0.1035 -3.2937 0.12
H -0.1384 2.1945 -3.6843 0.29
H 0.9652 3.2912 -4.4413 0.34
H 1.2139 2.7824 -2.8299 0.28
H 3.9493 -0.7208 -4.9897 0.11
H 3.1714 0.1047 -5.9690 0.37
C 1.6230 0.6950 0.7022 -1.78
C 0.1635 0.5171 0.8569 1.69
C -0.5227 0.0467 -0.4651 -1.51
O -1.9476 -0.0008 -0.2809 0.26
C -2.7983 -0.1303 -1.3902 -1.00
N -0.0404 -0.4531 1.9232 -0.62
H 2.1755 0.6646 1.6412 0.47
H 1.7470 1.6919 0.2791 0.36
H 1.8491 -0.0757 -0.0347 0.37
H -0.3288 1.4624 1.0853 -0.19
H -0.1248 -0.9099 -0.8038 0.48
H -0.2102 0.7550 -1.2324 0.11
H -3.8522 -0.1241 -1.1124 0.32
H -2.6719 -1.0405 -1.9764 0.26
H -2.5135 0.5797 -2.1667 0.29
H -0.9692 -0.7301 1.6392 0.08
H -0.0167 -0.1601 2.8895 0.66
C 8.5235 0.3915 -2.7156 -1.35
C 7.8423 -0.9766 -2.8727 0.35
C 6.4055 -1.0357 -1.9592 -0.67
O 5.3320 -0.2703 -2.3906 -0.08
C 4.6467 0.4901 -1.4286 -0.98
N 7.6033 -1.1822 -4.2890 -0.50
H 9.0019 0.4721 -1.7395 0.40
H 7.8190 1.2077 -2.8756 0.31
H 9.3360 0.5249 -3.4298 0.40
H 8.5438 -1.7262 -2.5064 0.39
H 6.4936 -0.9525 -0.8759 0.57
H 6.0054 -2.0396 -2.1009 0.35
H 5.4069 1.1909 -1.0836 0.46
H 4.4667 -0.1823 -0.5898 0.57
H 3.7830 1.0826 -1.7305 0.19
H 7.0744 -2.0289 -4.4419 0.33
H 6.8554 -0.5675 -4.5767 0.28
C -4.5727 1.9189 3.6236 -1.41
C -4.3468 1.6492 2.0877 0.62
C -3.5949 2.7223 1.2376 -0.20
O -4.2019 4.0356 1.1064 -0.48
C -5.3289 4.0325 0.2582 -0.68
N -3.6538 0.3605 1.9624 0.05
H -4.8051 1.0867 4.2881 0.41
H -5.4263 2.5821 3.7637 0.39
H -3.6819 2.2090 4.1808 0.16
H -5.3242 1.5954 1.6084 0.20
H -3.2630 2.2750 0.3006 0.33
H -2.6147 2.9526 1.6551 -0.06
H -5.5940 5.0752 0.0829 0.29
H -6.1506 3.5653 0.8010 0.29
H -5.1490 3.6264 -0.7372 0.26
H -2.9471 0.3244 2.6831 0.21
H -3.1466 0.2703 1.0937 -0.25
C -0.2527 3.0179 4.4114 -0.76
C 1.0167 2.5025 5.1474 0.21
C 0.8263 1.0591 5.6375 -1.07
O 0.4270 0.1161 4.6030 -0.52
C 0.3026 -1.1768 5.1321 -0.91
N 2.0861 2.5389 4.1597 -0.75
H -1.0880 3.0289 5.1116 0.41
H -0.2929 2.3401 3.5587 -0.21
H -0.2439 4.0353 4.0202 0.45
H 1.2860 3.0130 6.0720 0.31
H 0.1747 1.0011 6.5093 0.51
H 1.6670 0.6477 6.1962 0.55
H 1.0716 -1.9391 5.2573 0.29
H -0.3910 -1.6471 4.4351 0.27
H -0.0143 -1.1892 6.1749 0.37
H 2.2350 3.5016 3.8932 0.25
H 1.9099 1.9515 3.3572 0.23
```

Properties
- 2S+1: 2
- Kohn-Sham gap (alpha / beta): 0.27648 / 0.05517 Ha
- Maximum force: 0.058 Eh/bohr
- Highest occupied orbital energy (alpha / beta): -10.08 / -10.08 eV
- Energy relative to the best compared isomer or geometry (same formula, charge and spin): 55.25 kcal/mol
- <S²>: 0.757
- Charge: +1
- LUMO (alpha / beta): -2.56 / -8.58 eV

---

6.
Entry from the Open Molecules 2025 dataset: 3 unconnected molecules or ions with the total composition CH9N2O2 at a distorted geometry (ωB97M-V with the def2-TZVPD basis set).

Structure (XYZ):
```
14
Properties=species:S:1:pos:R:3:nbo_charge:R:1
N 0.0832 -1.3719 1.0317 -0.75
C -0.1410 -0.2724 1.7053 0.41
N -0.3673 0.9629 1.3649 -0.70
H 0.4418 -1.1736 0.1041 0.44
H -0.3354 -2.2698 1.1986 0.45
H -0.2304 -0.4069 2.7623 0.19
H -0.6168 1.6131 2.0875 0.43
H -0.1466 1.2160 0.3781 0.44
H 0.7496 2.0870 -1.6667 0.51
H -0.6685 1.7970 -1.4889 0.49
O 0.1466 1.7813 -1.0017 -0.94
H 1.1272 -1.5783 -2.2108 0.50
H -0.3424 -1.0116 -2.4554 0.50
O 0.2998 -1.3727 -1.8089 -0.98
```

Properties
- Kohn-Sham gap: 0.44294 Ha
- Maximum force: 0.066 Eh/bohr
- Highest occupied orbital energy: -15.27 eV
- Energy relative to the best compared isomer or geometry (same formula, charge and spin): 25.21 kcal/mol
- Charge: +1
- LUMO: -3.22 eV